The following is a DFT calculation (the ωB97M-V functional and the def2-TZVPD basis) of a cluster of 2 separate species, C5H8N2O4P2 in total at a distorted geometry.

Geometry (Å):
C  -3.032  -0.368  -0.736
C  -1.950  -0.769  -1.393
C  -1.940  -1.626  0.499
C  1.183  1.065  0.862
C  1.728  -0.959  -1.247
N  -3.110  -0.960  0.513
N  -1.142  -1.523  -0.524
O  2.809  1.672  -1.265
O  2.039  -2.248  1.293
O  3.465  -0.264  0.273
O  3.665  -2.852  -0.569
P  2.317  0.549  -0.426
P  2.692  -1.963  0.001
H  -3.868  0.167  -0.978
H  -1.382  -0.460  -2.301
H  -1.798  -2.349  1.222
H  1.668  1.038  1.860
H  0.913  2.254  0.757
H  0.300  0.415  0.983
H  2.181  -0.920  -2.313
H  0.574  -1.153  -1.095

Computed properties:
charge	-2
HOMO	-1.36	eV
energy relative to the best compared isomer or geometry (same formula, charge and spin)	0.437	eV
molecular weight	222.1	g mol⁻¹
gap between HOMO and LUMO	0.28243	Eh
energy	-1288.65734	Ha
LUMO energy	6.322	eV